1.
Computed, not measured: a molecular structure, C19H21BrInN4OS4, with the ωB97M-V functional and the def2-TZVPD basis.

The geometry in XYZ format:
```
51
Properties=species:S:1:pos:R:3:forces:R:3:lowdin_charge:R:1
In -0.30770 0.06528 -0.00908 -0.56 -0.51 0.07 -0.03
Br 2.00984 0.84710 0.69788 0.19 0.11 0.00 0.10
S -0.87758 1.59027 -2.05636 0.26 -0.06 -0.04 0.63
S -2.00631 -4.28399 0.54596 -0.10 -0.11 0.03 0.37
S -0.93110 -2.14788 -1.18892 0.22 0.51 0.04 0.47
S -0.94644 -1.78361 1.73554 0.20 0.48 -0.06 0.45
O 1.69702 -0.56920 -2.15767 0.08 0.18 -0.24 -0.06
N -3.18968 0.49696 -1.14136 -0.57 -0.19 -0.41 -0.01
N -1.13487 1.45468 2.06363 -0.05 -0.07 -0.01 0.05
N -2.87198 0.36966 -3.36683 -0.01 0.01 -0.18 -0.01
N -2.59928 0.70208 0.03302 0.53 0.20 0.36 -0.09
C 2.67991 -1.26236 -2.26101 -0.01 -0.21 0.19 -0.41
C -0.85332 2.13141 4.33265 -0.14 -0.01 -0.02 -0.06
C -1.33554 -2.77380 0.37270 -0.02 -0.43 0.00 -1.83
C -2.43950 1.22793 2.28575 0.24 0.11 0.37 -0.25
C -2.98846 1.39175 3.55677 -0.07 -0.06 -0.17 -0.01
C -0.37158 1.89099 3.05286 0.06 -0.02 0.14 -0.15
C -2.15670 0.42520 -4.62632 -0.04 0.25 0.01 -0.28
C 3.77842 -0.86318 -3.19805 0.09 0.14 -0.13 -0.14
C -2.51188 1.66677 -5.44260 0.03 -0.15 0.06 -0.10
C 3.87726 0.48162 -3.54707 -0.04 0.04 -0.01 -0.01
C -3.25572 0.87714 1.11639 -0.29 -0.06 -0.44 -0.28
C -2.18617 1.85157 4.58574 0.08 0.01 0.05 -0.07
C 4.68886 -1.77297 -3.72717 -0.05 -0.03 0.03 -0.04
C 5.67784 -1.34356 -4.59884 0.10 0.01 -0.06 -0.09
C -4.75082 0.80748 1.17055 0.06 0.04 0.02 -0.02
C 2.83260 -2.52487 -1.45419 -0.08 -0.04 0.05 -0.01
C -2.39837 0.76678 -2.16749 -0.07 -0.08 0.19 -0.82
C 4.87679 0.91282 -4.40308 -0.01 0.00 0.01 -0.08
C 5.77906 -0.00058 -4.93269 -0.03 0.01 0.01 -0.10
H -1.08985 0.42930 -4.41134 0.03 -0.10 0.01 0.08
H 6.38004 -2.05578 -5.01451 -0.03 -0.01 0.00 0.10
H 2.30806 -2.40244 -0.50785 -0.03 0.02 -0.04 0.08
H -3.70998 -0.18786 -3.31860 0.01 0.00 0.10 0.14
H 0.67562 2.03470 2.81427 -0.02 0.00 -0.05 0.05
H -0.19646 2.51574 5.10037 0.01 -0.04 0.01 0.10
H -2.60047 1.98282 5.57784 0.01 0.01 0.00 0.10
H -3.57973 1.68974 -5.66779 0.01 0.03 -0.01 0.06
H -5.13717 0.94744 0.16347 -0.03 -0.03 0.03 0.06
H 2.33917 -3.33970 -1.99109 0.03 -0.02 0.02 0.10
H -1.95519 1.67782 -6.38210 -0.01 0.02 0.00 0.07
H -5.17584 1.56253 1.83230 0.02 0.00 0.01 0.07
H -5.06420 -0.18012 1.52015 -0.01 0.01 0.02 0.10
H -4.02765 1.14931 3.73045 0.01 0.03 0.00 0.11
H 6.55875 0.33570 -5.60505 0.00 -0.02 0.00 0.10
H -2.38905 -0.48352 -5.18432 0.00 -0.01 0.01 0.11
H 3.87379 -2.78642 -1.27424 0.01 0.00 -0.03 0.08
H -2.25509 2.55952 -4.87205 -0.01 0.02 -0.03 0.06
H 4.61958 -2.82473 -3.47814 -0.02 0.02 0.05 0.11
H 3.15901 1.17687 -3.13070 -0.01 -0.04 0.02 0.12
H 4.95165 1.96290 -4.65625 0.01 -0.01 -0.01 0.10
```
Forces are in eV/Å.

Largest force on an atom = 0.758 eV/A
Net charge = -1
E_LUMO = 2.46 eV
HOMO level = -3.89 eV
DFT total energy = -5387.97073 Eh
Energy above the lowest of the compared OMol25 structures with the same formula, charge and spin = 17.6 kcal/mol

=====

2.
Computed, not measured: a molecular structure, C19H21Cl2FeN8O2SbSe4 in a non-equilibrium geometry, with the ωB97M-V functional and the def2-TZVPD basis.

The geometry in XYZ format:
```
58
Properties=species:S:1:pos:R:3:forces:R:3:lowdin_charge:R:1
Sb 0.82554 -4.56531 0.49176 0.09 -3.14 -0.07 -0.45
Se 0.83494 -2.06931 0.42056 -0.66 -8.60 1.05 0.44
Se 2.94144 -5.41491 1.36396 0.22 0.75 0.08 -0.31
Se 0.50104 -5.60561 -1.70504 0.02 0.80 -0.12 -0.25
Se -0.95776 -5.45401 1.89496 -0.18 0.79 0.12 -0.32
Fe 0.89644 -0.13581 0.22596 0.90 5.78 -1.48 0.12
Cl 0.78184 4.36799 -5.46194 0.03 0.21 -0.22 0.65
Cl 0.78964 -0.94011 -4.51044 0.00 0.27 0.13 0.73
O 0.88724 -0.10311 -1.73484 0.02 0.70 -0.90 -0.15
O 0.75734 1.65159 0.26926 0.31 4.89 -1.60 -0.14
N 2.85914 -0.12891 4.12966 -0.27 -0.17 -0.61 0.12
N -3.57976 1.08239 -0.66794 -0.21 0.25 -0.16 -0.09
N 4.91514 -0.11141 1.86346 -0.68 -0.11 -0.19 0.12
N 1.27714 -0.11881 2.57956 1.46 0.39 -0.83 0.06
N -3.52946 -0.11501 1.43896 -0.25 0.15 0.16 -0.09
N 3.21544 -0.19531 0.44926 -1.16 0.41 1.61 0.08
N -1.62506 -0.21331 -0.05554 0.60 0.32 0.31 -0.12
N -3.69066 -1.32641 -0.64614 -0.33 -0.01 -0.16 -0.08
C 3.55434 -0.16271 1.74276 1.03 0.11 -1.85 -0.24
C -2.08666 -0.19161 1.33856 0.31 -0.09 0.52 -0.20
C -3.97076 1.08439 0.73756 -0.15 0.12 0.12 -0.18
C 0.69204 -0.10801 3.80576 -0.05 -0.02 -0.07 -0.10
C 0.84674 2.53219 -0.67824 -0.21 -1.96 2.48 -0.11
C 0.85574 2.26249 -2.05034 0.18 -0.42 -1.36 -0.14
C 0.85194 0.90279 -2.54244 0.10 -0.68 2.75 -0.35
C -4.13976 -0.11011 -1.30054 -0.14 -0.01 -0.11 -0.18
C 4.36964 -0.19731 -0.25784 0.01 0.00 -0.16 -0.09
C 0.78734 1.74909 -4.82614 0.05 -1.00 0.92 -0.11
C 5.42954 -0.14031 0.59166 0.17 -0.02 -0.01 -0.07
C -4.09466 -1.27741 0.75146 -0.13 -0.23 0.18 -0.16
C 2.60034 -0.14731 2.78746 -1.88 0.14 1.29 -0.25
C 0.82084 3.05239 -4.33144 0.02 0.76 0.57 -0.68
C -2.24746 -1.38331 -0.70284 0.56 -0.69 -0.18 -0.18
C 0.81434 0.69339 -3.93114 -0.10 0.22 -1.66 -0.57
C 1.64594 -0.12261 4.77346 0.03 0.00 0.19 -0.07
C -2.13566 0.98519 -0.73074 0.37 0.34 -0.12 -0.18
C 0.86804 3.32459 -2.98984 -0.07 -0.36 0.05 -0.06
H -0.37706 -0.10641 3.91006 -0.07 -0.02 0.08 0.11
H -5.22986 -0.05621 -1.24424 0.01 0.00 -0.07 0.12
H -1.91856 -2.29511 -0.18744 0.08 0.18 -0.15 0.10
H -1.91286 -1.42061 -1.74414 0.01 -0.05 0.09 0.14
H 5.45394 -0.12831 2.71196 -0.04 -0.03 -0.07 0.15
H -5.06016 1.14529 0.80046 0.02 0.06 0.01 0.12
H 4.35574 -0.27071 -1.32714 0.08 0.04 -0.17 0.12
H -3.75386 -2.18771 1.25076 -0.05 0.03 -0.02 0.14
H -5.18456 -1.21491 0.80666 0.02 -0.06 0.01 0.12
H -3.82636 -0.12961 -2.34834 -0.08 -0.01 0.03 0.13
H -3.53026 1.96339 1.22076 -0.07 -0.05 0.00 0.12
H -1.82186 0.95599 -1.78094 -0.01 -0.01 0.13 0.13
H 0.74934 1.56709 -5.88584 -0.01 -0.06 -0.16 0.11
H 6.48114 -0.11901 0.40316 0.24 -0.06 -0.01 0.11
H -1.64516 0.68059 1.84266 -0.03 -0.12 -0.10 0.12
H 1.56114 -0.14041 5.84026 0.05 -0.02 0.18 0.11
H 0.89854 3.56829 -0.33354 -0.09 0.05 -0.13 0.14
H 0.89994 4.33509 -2.61254 -0.04 0.20 -0.14 0.11
H -1.74516 -1.11071 1.83576 0.06 0.18 -0.17 0.12
H 3.75354 -0.26391 4.56606 -0.04 -0.01 0.05 0.15
H -1.70926 1.87749 -0.25694 -0.02 -0.17 -0.04 0.12
```
Forces are in eV/Å.

Largest force on an atom = 8.689 eV/A
Net charge = -1
Multiplicity = 2
E_LUMO (spin up / spin down) = 0.95 / 0.80 eV
HOMO level (spin up / spin down) = -3.20 / -3.16 eV
DFT total energy = -13355.21954 Eh
⟨S²⟩ = 1.062
Energy above the lowest of the compared OMol25 structures with the same formula, charge and spin = 133.3 kcal/mol

=====

3.
Computed, not measured: a molecular structure, C19H21ClN2O6PS2 in a non-equilibrium geometry, with the ωB97M-V functional and the def2-TZVPD basis.

The geometry in XYZ format:
```
52
Properties=species:S:1:pos:R:3:forces:R:3:lowdin_charge:R:1
Cl 0.64258 -3.22455 -1.53982 0.21 -0.04 -0.18 0.73
S 1.59907 3.94667 -0.62165 -0.51 -1.10 0.01 1.04
S 5.07344 1.04819 -0.86478 0.22 0.46 0.20 0.33
P 3.81106 -0.32297 -0.46529 0.80 1.60 -1.46 0.19
O -2.49404 -2.87248 -2.00331 -0.32 0.29 -0.16 -0.09
O 2.77420 0.22380 -3.75415 -0.16 -0.74 0.17 -0.10
O 3.94299 -1.46242 -1.58662 -0.86 -0.51 0.80 -0.23
O 4.14849 -0.97960 0.96068 -0.60 -0.94 -0.26 -0.22
O 2.58903 2.41844 -3.85319 -0.08 -0.58 -0.01 -0.02
O 1.57507 1.15764 -5.44424 0.08 0.02 0.12 -0.02
N 2.45233 2.60114 -0.60646 1.28 0.56 0.09 -0.27
N 0.12574 3.28354 -0.47101 -0.32 1.12 -0.05 -0.21
C 1.32954 -2.22083 -0.23018 -0.32 0.23 1.50 -0.61
C -2.04546 -1.53392 -1.83387 0.81 0.01 0.72 -0.26
C -3.56563 2.63726 1.48790 -0.19 0.20 -0.06 -0.05
C -2.14424 1.52643 -0.27662 0.12 -0.63 0.90 -0.07
C -3.76835 1.84674 3.76215 0.44 -0.24 -0.47 -0.10
C -2.84631 0.85429 3.45195 -0.37 0.16 0.24 -0.09
C -2.67300 1.62438 1.15340 0.10 0.19 0.19 -0.19
C -0.41301 -0.33511 -0.34452 0.17 0.35 0.49 -0.11
C 2.03657 0.16935 -0.42138 -0.33 -0.58 0.34 -0.14
C 0.99586 -0.73594 -0.34112 0.06 -0.44 -0.53 -0.14
C -0.72723 0.99475 -0.34732 -0.80 0.55 -0.02 -0.10
C 0.28825 1.98454 -0.42009 0.95 -1.59 0.01 -0.31
C 1.80295 -2.32005 2.30335 -0.22 0.36 -0.50 -0.10
C 0.89367 -2.76195 1.15682 -0.17 -0.07 0.30 -0.26
C -4.10171 2.74466 2.75987 -0.34 0.05 0.47 -0.10
C -2.31425 0.75130 2.17611 0.14 -0.28 0.15 -0.04
C 1.66655 1.55149 -0.48155 -0.55 0.86 -0.09 -0.33
C 2.26474 1.16493 -4.43169 -0.05 0.07 0.09 -0.81
C -1.57124 -1.32315 -0.35040 0.05 0.03 -1.70 -0.13
H -3.86782 3.37444 0.75355 0.10 -0.06 -0.15 0.11
H 3.10773 2.03225 -3.12797 0.22 0.74 0.20 0.03
H 2.39546 -2.37366 -0.28846 0.06 -0.04 -0.25 0.05
H 4.76684 -1.71405 0.85044 0.13 0.08 0.08 0.09
H -1.29758 -2.31132 -0.01774 -0.09 -0.03 0.22 0.07
H -4.80927 3.52770 3.00139 0.01 0.13 -0.20 0.10
H -2.78613 0.82870 -0.80387 -0.27 0.28 -0.31 0.10
H 2.76880 -2.80987 2.23624 0.11 -0.02 0.28 0.07
H -0.09956 -2.40944 1.42373 -0.11 -0.05 -0.23 0.09
H -2.01615 -3.22074 -2.75803 -0.03 -0.18 -0.02 0.07
H -2.43388 -0.95206 0.18541 0.09 -0.06 0.52 0.10
H -1.18014 -1.33120 -2.46180 -0.09 -0.03 -0.26 0.11
H 1.31519 -2.48895 3.26115 0.11 -0.34 0.06 0.07
H 0.83987 -3.85062 1.13552 0.03 -0.05 -0.18 0.10
H 3.38714 -1.20645 -2.35708 0.21 0.30 -0.45 0.06
H -2.82016 -0.81117 -2.08954 -0.19 -0.12 -0.08 0.11
H -2.19855 2.52639 -0.69252 0.02 -0.08 -0.35 0.11
H -1.61142 -0.05122 2.01079 0.16 0.03 -0.20 0.10
H -2.57200 0.14929 4.22511 0.16 -0.11 -0.07 0.10
H 1.95613 -1.24571 2.23733 0.20 0.10 0.04 0.07
H -4.19217 1.90116 4.75336 -0.07 0.13 0.05 0.09
```
Forces are in eV/Å.

Largest force on an atom = 2.310 eV/A
Net charge = -1
E_LUMO = 1.60 eV
HOMO level = -4.97 eV
DFT total energy = -2895.67311 Eh

=====

4.
Computed, not measured: C19H21ClN4O5S in the gas phase in a non-equilibrium geometry, with the ωB97M-V functional and the def2-TZVPD basis.

The geometry in XYZ format:
```
51
Properties=species:S:1:pos:R:3:forces:R:3:lowdin_charge:R:1
Cl -0.91554 1.47776 -1.98532 0.08 0.23 0.00 0.79
S 2.45178 -0.79140 0.57161 -0.48 0.44 -0.38 0.67
O 3.79546 -0.71366 0.07560 -0.13 0.19 -0.21 -0.27
O -2.83442 3.92044 2.73136 0.01 0.23 0.07 0.10
O 2.21733 -1.41741 1.83801 -0.36 -0.08 0.05 -0.27
O -0.05170 4.55084 0.63013 -0.03 -0.24 -0.25 0.00
O -2.46344 -0.90550 2.24199 0.00 -0.25 0.20 0.09
N -1.67377 -0.83943 -2.86857 0.11 0.36 -0.08 0.05
N -2.22110 0.49448 0.46536 -0.08 0.39 -0.20 0.13
N -1.20750 2.47982 2.10273 -0.14 -0.37 -0.08 0.02
N 1.42467 -1.46391 -0.54866 0.71 0.28 0.75 -0.25
C -2.23978 -2.03476 -2.78416 -0.14 -0.26 0.07 -0.15
C 1.69156 3.13419 -0.09246 -0.29 0.04 0.19 0.01
C -2.83975 -2.49280 -1.62390 0.07 0.16 -0.03 -0.05
C -2.22224 0.18872 1.79410 0.05 0.48 -0.10 -0.45
C 2.30532 1.89420 -0.11746 0.10 -0.05 0.03 -0.06
C 0.01258 2.28104 1.43373 0.51 0.16 -0.21 -0.14
C 1.72206 -1.17751 -1.93439 0.30 0.13 -0.43 -0.25
C 0.65172 1.04860 1.41741 -0.04 0.26 0.13 0.01
C 1.54305 -3.88761 0.07190 -0.14 0.14 -0.09 -0.06
C 0.68378 -2.65113 -0.17841 -0.08 -0.43 0.48 -0.24
C -2.26769 -0.41149 -0.58590 -0.02 -0.35 -0.27 -0.22
C -2.85379 -1.67165 -0.50661 0.02 0.03 -0.05 0.01
C -0.86767 4.86152 1.73742 -0.17 0.36 0.38 -0.06
C -1.69100 -0.06369 -1.81502 -0.10 -0.34 0.06 -0.65
C 1.77896 0.86784 0.64104 0.33 -0.40 -0.03 -0.26
C -1.90571 1.36641 2.71177 -0.20 -0.11 0.35 -0.02
C 2.82474 -2.03038 -2.55649 -0.14 0.11 0.11 -0.07
C -1.75176 3.72640 2.22750 -0.06 0.34 -0.18 -0.40
C 0.55019 3.33256 0.67370 0.30 -0.30 0.05 -0.22
H 0.14317 -2.40880 0.74064 -0.17 -0.16 -0.11 0.11
H 0.79599 -1.27993 -2.50949 0.08 0.14 0.13 0.10
H -3.29732 -1.99416 0.42079 -0.03 0.01 0.03 0.11
H 3.19622 1.71880 -0.69796 0.12 0.04 -0.10 0.12
H -0.24442 5.17973 2.58969 -0.09 -0.05 -0.12 0.15
H -2.85398 1.76960 3.08885 0.22 -0.16 -0.06 0.14
H 2.06771 3.96279 -0.66998 0.07 0.11 -0.06 0.13
H 2.02459 -0.12765 -1.96019 -0.12 0.02 -0.26 0.10
H 0.30186 0.20880 1.99366 -0.17 -0.08 0.16 0.12
H 2.06832 -4.19667 -0.82671 0.05 -0.08 -0.08 0.06
H 2.27067 -3.66572 0.84698 0.05 -0.12 0.07 0.07
H -1.49779 5.70152 1.43792 0.04 -0.21 0.12 0.14
H -3.28901 -3.47191 -1.58676 -0.04 -0.10 -0.01 0.11
H 2.50506 -3.06258 -2.66894 0.00 -0.12 -0.05 0.06
H -2.19498 -2.63002 -3.68460 -0.06 -0.15 -0.03 0.11
H 0.90945 -4.70555 0.40644 -0.02 -0.14 0.05 0.08
H -0.04660 -2.84285 -0.96993 0.03 0.15 0.06 0.11
H -1.94084 1.42645 0.18221 -0.04 -0.15 0.26 0.09
H 3.70959 -1.99158 -1.92768 0.10 -0.07 -0.06 0.07
H 3.07093 -1.63877 -3.54047 0.04 0.00 -0.13 0.08
H -1.34494 0.97598 3.56752 -0.07 -0.04 -0.13 0.15
```
Forces are in eV/Å.

Largest force on an atom = 1.071 eV/A
E_LUMO = 0.45 eV
HOMO level = -8.91 eV
DFT total energy = -2190.26553 Eh
Structure (SMILES) = CCN(CC)S(=O)(=O)c1ccc2c(c1)N(CC(=O)Nc1cccnc1Cl)C(=O)CO2
Energy above the lowest of the compared OMol25 structures with the same formula, charge and spin = 0.0 kcal/mol

=====

5.
Computed, not measured: a molecular structure, C19H21EuIN2 in a non-equilibrium geometry, with the ωB97M-V functional and the def2-TZVPD basis.

The geometry in XYZ format:
```
44
Properties=species:S:1:pos:R:3:forces:R:3:lowdin_charge:R:1
Eu 0.97969 0.05672 -0.30293 0.42 0.17 0.66 1.35
I 4.13490 0.03992 -0.53617 -0.66 0.00 0.23 -0.42
N 0.41742 -1.44545 -2.04110 0.17 0.18 0.93 -0.14
N 0.50005 1.44491 -2.17290 0.77 -0.51 0.93 -0.14
C 0.61177 -3.02931 -4.26986 -0.43 2.21 -1.59 -0.08
C 0.53209 -3.62705 -3.02447 0.15 -0.08 1.84 -0.10
C 1.54648 0.58549 3.22480 0.70 1.09 -1.50 -0.20
C 0.53089 -0.80796 -3.25676 0.18 1.61 -0.71 -0.24
C -3.77265 0.97801 3.75040 0.18 -0.14 -0.01 -0.08
C -1.63207 -0.21208 0.87599 -0.61 -0.42 1.76 -0.08
C -2.97553 0.59538 4.86304 -0.14 0.33 -0.24 -0.08
C 0.45059 -2.79395 -1.91478 -0.07 0.03 -1.65 -0.16
C 1.24057 3.45840 -3.23970 0.01 -0.19 1.61 -0.10
C -1.99061 0.27752 2.22498 -0.99 -0.87 0.43 -0.29
C 1.64428 -0.89733 3.14069 1.47 -3.16 -0.47 -0.22
C -1.69565 0.04439 4.69725 -0.85 0.39 -0.41 -0.07
C 1.26818 2.79274 -4.46037 -0.83 -1.87 -0.81 -0.08
C 0.96565 1.42384 -4.51035 -0.38 0.57 -0.56 -0.03
C -3.28926 0.84264 2.44306 0.75 -0.54 0.29 -0.05
C 0.65778 0.70441 -3.32859 -0.38 -1.56 0.11 -0.25
C 0.57816 -1.62586 -4.41082 -0.33 -1.08 0.26 -0.02
C -1.28043 -0.15597 3.38797 -0.35 0.21 -0.39 -0.09
C 0.89274 2.73638 -2.10141 -0.06 0.08 -1.68 -0.18
H 1.05185 -1.73573 3.52779 -1.15 1.09 0.67 0.07
H -0.42685 -0.78156 3.28083 0.20 0.14 -0.40 0.03
H 0.40788 -3.21292 -0.91438 -0.09 0.15 0.04 0.10
H -3.37086 0.67391 5.87247 -0.10 0.18 -0.16 0.10
H -3.92560 0.92327 1.55045 0.13 0.50 0.58 0.11
H -2.46922 -0.14159 0.16991 0.58 0.19 -0.16 0.05
H 0.80674 0.88943 -5.46002 0.64 0.54 0.39 0.10
H 1.44318 3.34950 -5.37510 0.06 -0.20 0.07 0.10
H -1.28248 -1.25295 1.00386 0.35 0.31 -0.55 0.05
H -1.06218 -0.23663 5.56704 -0.64 0.03 -0.79 0.12
H 2.50765 0.81315 2.78582 0.95 0.57 0.76 0.05
H -4.80700 1.33799 3.89891 0.72 -0.25 0.03 0.11
H 0.53447 -4.70813 -2.91222 0.04 0.27 0.02 0.10
H 2.56698 -1.10028 3.74859 -0.33 -0.01 -1.08 0.10
H 0.60321 -3.64665 -5.15975 0.09 0.09 -0.01 0.10
H 0.46086 -1.11656 -5.36770 0.41 -0.57 0.07 0.10
H 1.01797 1.37886 2.66320 -1.33 -1.29 -0.14 0.08
H 1.77505 -1.36503 2.13495 0.63 0.82 0.21 0.04
H 0.92381 3.19719 -1.11821 -0.26 0.02 -0.03 0.10
H 1.46813 4.50577 -3.17261 0.16 0.18 0.09 0.09
H 1.46134 0.84318 4.23817 0.23 0.76 1.36 0.06
```
Forces are in eV/Å.

Largest force on an atom = 3.514 eV/A
Multiplicity = 8
E_LUMO (spin up / spin down) = 0.09 / -2.01 eV
HOMO level (spin up / spin down) = -4.96 / -6.41 eV
DFT total energy = -1853.94020 Eh
⟨S²⟩ = 15.822
Energy above the lowest of the compared OMol25 structures with the same formula, charge and spin = 0.0 kcal/mol

=====

- Number 5 is which compound?
  C19H21EuIN2

=====

- Among the records above, which one has the lowest DFT total energy?
  C19H21Cl2FeN8O2SbSe4